{
  "formula": "C8H20IN3",
  "method": "the ωB97M-V functional and the def2-TZVPD basis",
  "species": ["C", "C", "C", "C", "C", "C", "C", "C", "N", "N", "N", "I", "H", "H", "H", "H", "H", "H", "H", "H", "H", "H", "H", "H", "H", "H", "H", "H", "H", "H", "H", "H"],
  "xyz": [[-0.4890, -0.6497, -0.9567], [0.9837, 1.3747, -2.8563], [-2.1222, 0.7640, 0.2686], [-2.6989, -1.6566, -0.0076], [3.5013, 2.0514, 2.1894], [-0.3053, -2.2153, 1.5071], [1.4362, 0.1087, -2.1304], [-1.5409, -0.6025, 0.1782], [0.9462, 0.5357, 0.1820], [0.7222, -0.0607, -0.9512], [-0.8381, -0.8562, 1.5178], [2.0856, 2.2517, 0.5201], [-0.9060, -1.0929, -1.8789], [-0.0295, 1.2331, -3.1615], [0.9124, 2.2932, -2.2858], [1.6730, 1.5688, -3.6024], [-1.5009, 1.4112, 0.7232], [-2.5473, 1.1044, -0.6375], [-2.9167, 0.8517, 1.0106], [-2.5533, -2.3333, -0.8424], [-3.5441, -1.0569, -0.3727], [-2.8840, -2.2552, 0.8209], [3.1492, 1.2635, 2.8618], [4.4822, 1.8640, 1.6954], [3.6433, 2.9467, 2.8308], [-1.1813, -2.8252, 1.3886], [0.3588, -2.2128, 0.6856], [0.1910, -2.4931, 2.4076], [2.4647, 0.1997, -1.9644], [1.2909, -0.7856, -2.7373], [-1.5642, -0.6407, 2.2904], [-0.2190, -0.0860, 1.3067]],
  "forces_ev_per_angstrom": [[0.5, -0.1, -0.6], [-1.2, -0.4, 1.5], [-2.2, -1.0, 0.5], [0.7, 2.1, -2.9], [1.4, -0.6, 0.2], [-0.5, 0.4, 0.8], [0.3, 0.5, -2.7], [-0.5, -1.6, -0.2], [1.2, 1.4, 3.7], [-4.6, -1.0, 0.7], [-3.3, 0.5, 0.3], [-0.1, 0.0, -0.5], [1.0, 0.1, 0.4], [-0.5, -0.1, -1.0], [0.4, 0.0, 0.7], [1.0, 0.3, -2.0], [2.8, 2.7, 0.6], [-0.1, 0.5, -1.0], [-0.6, -0.8, -0.1], [0.5, -0.3, -0.1], [-0.2, -0.4, 0.7], [-0.7, -0.6, 1.7], [0.1, -0.1, -0.5], [-0.9, -0.3, 0.4], [-0.9, 0.1, -1.0], [0.2, -0.8, -0.3], [0.7, -0.7, -0.9], [0.4, 0.1, 0.7], [1.6, -0.2, 0.8], [0.0, 0.2, -0.1], [1.7, -0.5, -1.4], [1.9, 0.6, 1.4]],
  "homo_energy_ev": [-16.14, -16.14],
  "total_charge": 2,
  "gap_ev": [7.6, 7.6],
  "total_energy_ha": -777.96266,
  "relative_energy_kj_mol": 15.7
}